(1)
A structure of composition C11H18N3 in a non-equilibrium geometry, computed with the ωB97M-V functional and the def2-TZVPD basis.

Each line ends with the Mulliken charge.
Geometry (Å):
C: -1.84377 -2.44170 -0.18296  -0.26
C: 0.52603 -2.20873 -0.01172  -1.30
C: -0.65519 -1.62876 -0.22116  0.82
C: 1.11124 0.10314 -0.17768  -0.86
C: 1.59755 -1.22798 -0.01428  2.25
C: 2.47289 -1.22450 1.25644  -1.56
C: 2.52748 -1.29383 -1.41220  -1.31
C: -2.03027 0.47927 1.35640  -1.37
C: -1.36990 2.06135 -0.49448  -1.56
C: -2.90370 0.02235 -0.90519  -1.57
C: -1.74230 0.61572 -0.11873  1.56
N: -2.80071 -3.10160 -0.10243  -0.47
N: -0.67912 -0.25589 -0.45746  -0.02
N: 1.59486 1.27111 -0.40024  -0.12
H: 0.82848 -3.19268 0.12672  0.65
H: 1.94408 -1.66592 2.10878  0.38
H: 2.88520 -0.30562 1.54105  0.39
H: 3.27292 -1.89908 0.99178  0.43
H: 2.72820 -2.34996 -1.69360  0.37
H: 3.50170 -0.84454 -1.22951  0.43
H: 1.85997 -0.80121 -2.12412  0.44
H: -1.29723 1.05478 1.97305  0.33
H: -3.12539 0.82473 1.42918  0.41
H: -1.96945 -0.61360 1.62007  0.33
H: -0.35139 2.15028 -0.06448  0.09
H: -1.98079 2.89502 -0.20555  0.45
H: -1.26765 2.14578 -1.66854  0.35
H: -3.50777 -0.81245 -0.41754  0.41
H: -3.67736 0.75653 -1.11682  0.42
H: -2.39127 -0.22505 -1.92365  0.38
H: 2.59780 1.38659 -0.41958  0.29
H: 0.98325 2.10591 -0.38436  0.21

Cartesian forces, eV/Å:
-1.750 -1.013 0.163
-0.103 1.705 -0.465
-0.372 -0.779 0.258
-6.917 -0.573 -0.886
3.283 1.281 -0.907
-0.274 -2.461 -0.247
-1.091 -1.189 1.251
-1.370 0.068 0.650
1.523 -1.059 -2.886
-0.632 -0.283 -2.019
-1.616 0.443 1.060
1.892 0.992 -0.145
6.735 0.380 -0.346
0.088 0.105 0.485
-0.296 -1.738 0.170
-0.007 0.255 -0.209
0.528 1.480 0.218
0.523 -0.214 0.421
-0.430 0.657 0.240
-0.211 0.470 -0.126
0.808 -0.215 -0.491
-0.835 -0.336 -0.236
1.760 -0.337 0.789
-0.280 1.184 0.063
-1.491 0.771 0.056
-0.522 -0.103 0.611
-0.072 -0.210 2.207
1.424 0.989 -0.758
0.141 0.445 -0.026
-1.620 -0.120 1.527
0.251 0.153 -0.048
0.936 -0.751 -0.375

## Properties
- net charge = +1
- ΔE to the lowest compared entry with this formula, charge and spin (kJ/mol) = 450.0

=====

(2)
An isolated molecule of C4H4Cl2OS in a non-equilibrium geometry, computed with the ωB97M-V functional and the def2-TZVPD basis.

Each line ends with the Mulliken charge.
Geometry (Å):
C: 0.75139 -1.06826 0.85305  -0.29
C: 1.23644 -0.27808 -0.11030  0.68
C: 0.55615 0.53909 -1.04798  -1.21
C: -1.56951 0.07501 0.14655  0.32
O: -1.91020 1.23322 0.70177  -0.45
S: -0.99671 -1.16005 1.19035  -0.06
Cl: 2.98466 -0.64206 -0.48274  -0.24
Cl: -2.57405 -0.39101 -1.08664  -0.14
H: 1.38936 -1.78750 1.58078  0.23
H: 0.61332 1.53340 -0.77559  0.34
H: 0.49632 0.32070 -2.02079  0.40
H: -0.97718 1.62556 1.05155  0.42

Cartesian forces, eV/Å:
0.757 -1.190 1.855
1.526 -2.410 0.247
-2.457 -0.583 4.775
3.178 1.035 -1.596
3.073 2.587 1.260
1.215 -1.357 0.874
-0.461 0.381 0.160
-1.695 -0.532 -1.247
-1.483 1.948 -2.046
-0.130 2.291 0.106
-0.092 -0.991 -3.569
-3.430 -1.180 -0.819

## Properties
- ΔE to the lowest compared entry with this formula, charge and spin (kJ/mol) = 409.0

=====

(3)
A cluster of 2 separate species, C20H34F9N2O4 in total in a non-equilibrium geometry, computed with the ωB97M-V functional and the def2-TZVPD basis.

Each line ends with the Mulliken charge.
Geometry (Å):
C: -5.51524 1.75896 -0.30273  -0.65
O: -5.55652 0.70185 -1.28780  -0.34
C: -5.74682 1.21521 -2.62734  -0.49
C: -4.59454 0.66081 -3.61427  -0.72
C: -3.16312 0.52798 -2.88223  -0.29
C: -2.60194 2.01065 -2.57423  -0.51
C: -1.16310 1.93245 -1.88028  0.00
C: -0.21412 3.21258 -2.19420  -0.86
C: 0.80115 3.44131 -0.97403  -0.79
C: 1.87386 2.21819 -0.81856  0.34
C: 1.86073 1.86212 0.76375  -1.03
C: 3.12559 0.95283 1.22537  0.16
N: 4.34235 1.64848 0.74936  -0.48
O: 3.01258 -0.43622 0.91873  0.28
C: 3.18712 -0.78210 -0.43595  0.52
C: 1.87151 -1.29310 -1.22164  -1.03
O: 4.24191 -0.78895 -1.08300  -0.51
C: 3.15755 1.07034 2.84181  0.62
F: 1.92650 1.58146 3.37688  -0.35
F: 4.14764 1.99296 3.30286  -0.31
C: 3.42381 -0.28515 3.63458  0.43
F: 2.32647 -1.20938 3.59034  -0.27
F: 3.44003 0.10944 5.01698  -0.32
C: 4.83882 -0.99188 3.40343  0.58
F: 5.64496 -0.81984 4.56823  -0.28
F: 5.59973 -0.50487 2.33931  -0.26
C: 4.72308 -2.60353 3.24063  0.55
F: 4.02963 -2.99553 2.08885  -0.17
F: 4.22184 -3.20614 4.42371  -0.24
F: 6.04947 -3.08911 3.12274  -0.25
H: -4.80777 1.43246 0.53668  0.19
H: -6.55881 1.96602 0.13612  0.26
H: -5.11220 2.75290 -0.69580  0.30
H: -6.76247 0.84188 -3.00823  0.36
H: -5.74302 2.35267 -2.70530  0.32
H: -4.97829 -0.34365 -4.01487  0.33
H: -4.54250 1.36049 -4.52082  0.31
H: -3.22839 -0.12108 -1.94152  0.13
H: -2.47595 -0.02135 -3.62653  0.40
H: -2.49907 2.54320 -3.57559  0.32
H: -3.30620 2.53768 -1.85422  0.03
H: -1.19331 1.78539 -0.74507  0.18
H: -0.61056 1.02497 -2.33439  0.00
H: -0.91971 4.10998 -2.33888  0.40
H: 0.35892 3.07280 -3.17172  0.29
H: 1.40027 4.39116 -1.23457  0.30
H: 0.21145 3.58094 0.00224  0.36
H: 1.46522 1.38278 -1.47124  -0.38
H: 2.86230 2.64357 -1.17772  0.39
H: 1.90977 2.89371 1.27486  0.55
H: 0.88015 1.32104 0.99969  0.11
H: 4.48631 1.57881 -0.26467  0.35
H: 4.14390 2.65758 0.90166  0.34
H: 1.94367 -2.42440 -1.42631  0.46
H: 0.91450 -1.13482 -0.62622  0.02
H: 1.80345 -0.81392 -2.26500  0.35
C: -3.12128 -3.40061 1.27282  -1.15
C: -1.99338 -3.33178 0.29767  0.63
O: -2.08680 -3.21639 -0.89451  -0.46
N: -0.61547 -3.38430 0.74691  0.13
C: -0.16418 -4.73892 1.18092  -0.80
H: -4.02876 -3.01314 0.80779  0.34
H: -3.28590 -4.43653 1.57751  0.36
H: -2.89388 -2.79118 2.15111  0.39
H: -0.50851 -2.72538 1.52260  0.42
H: -0.08462 -3.07942 -0.07739  0.10
H: -0.92412 -5.18933 1.81814  0.35
H: 0.76150 -4.61118 1.74067  0.33
H: 0.01281 -5.34446 0.29189  0.36

Cartesian forces, eV/Å:
-0.066 0.271 0.937
0.138 1.934 -0.243
0.041 -0.344 -1.359
-0.598 -0.454 0.507
-0.476 0.502 -0.924
0.656 -1.324 0.478
1.006 -0.024 -0.981
-0.783 -0.267 0.765
0.233 0.284 -1.089
-1.541 1.062 0.696
0.142 -0.529 -1.286
-0.608 3.373 0.514
-0.460 -0.019 0.049
0.325 0.424 -1.467
1.110 -0.900 -3.217
-0.042 -0.556 0.347
-3.108 0.508 2.981
-0.155 0.890 1.325
2.320 -1.251 -1.253
-2.087 -2.119 -1.194
-0.809 0.518 3.151
2.372 1.806 -0.660
-0.138 -0.793 -2.882
2.059 -0.859 0.693
-1.896 -0.312 -2.563
-2.018 -0.815 1.898
1.881 -1.383 0.577
1.106 0.708 2.700
0.599 1.516 -3.246
-3.178 1.076 0.011
-1.086 0.343 -1.086
1.480 -0.367 -0.614
-0.520 -1.377 0.261
1.382 0.619 0.496
-0.046 -1.397 0.577
0.872 1.267 0.608
0.099 -0.927 1.306
-0.061 1.047 -1.256
-0.791 0.950 1.160
-0.277 -0.440 1.399
0.787 -0.442 -1.222
-0.264 0.169 -1.511
-0.906 1.109 0.818
1.255 -1.112 0.342
-0.768 0.114 1.292
-0.975 -1.297 0.800
0.861 -0.078 -1.493
0.975 0.852 0.873
-1.164 -0.992 0.416
-0.052 -1.881 -0.380
1.251 0.966 -0.146
-0.225 -0.460 0.548
0.435 -0.930 0.065
0.274 1.608 0.387
1.167 0.214 -0.774
0.192 -0.544 1.827
0.331 0.193 0.264
-1.975 0.224 -2.514
-0.167 -0.121 0.848
0.874 0.166 0.958
0.399 -0.442 0.213
0.211 -0.127 -0.115
-0.012 0.054 0.081
-0.058 -0.167 0.109
0.378 0.098 -0.047
0.202 0.173 0.263
0.075 0.071 -0.071
-0.051 -0.115 -0.067
-0.125 0.059 0.123

## Properties
- net charge = +1

=====

Orbital gap, record by record: 0.3005, 0.2738, 0.2893 Ha